1.
This record from the Open Molecules 2025 dataset describes a 9-piece molecular cluster, C16H50O16 overall in a non-equilibrium geometry. The level of theory is wB97M-V/def2-TZVPD.

Output
E_HOMO = -0.361 Ha
total energy = -50155.754 eV
2S+1 = 1
relative energy (zero: lowest compared OMol25 entry of this formula, charge and spin) = 306.86 kJ/mol
LUMO energy = 0.226 eV
net charge = 0
gap between HOMO and LUMO = 0.3689 hartree

Each line ends with the Löwdin charge.
Cartesian coordinates (Å):
O (-1.063, -1.682, 0.133)  -0.061
C (-0.465, -0.420, 0.063)  -0.267
C (0.867, -0.253, 0.747)  -0.257
O (0.821, -0.252, 2.151)  -0.060
H (-1.889, -1.674, -0.355)  0.085
H (-0.325, -0.210, -0.997)  0.117
H (-1.175, 0.301, 0.468)  0.122
H (1.293, 0.693, 0.412)  0.120
H (1.594, -1.029, 0.509)  0.121
H (0.310, -1.041, 2.348)  0.080
O (-1.512, 5.059, -0.706)  -0.073
C (-0.763, 6.151, -0.136)  -0.200
C (0.677, 5.673, 0.308)  -0.268
O (1.454, 5.236, -0.742)  -0.064
H (-0.877, 4.605, -1.265)  0.067
H (-0.707, 6.964, -0.859)  0.111
H (-1.243, 6.557, 0.754)  0.111
H (0.655, 4.876, 1.051)  0.114
H (1.192, 6.522, 0.756)  0.114
H (2.368, 5.279, -0.452)  0.089
O (0.930, -5.229, 2.985)  -0.069
C (1.391, -6.379, 2.407)  -0.264
C (0.263, -6.906, 1.398)  -0.172
O (0.240, -6.069, 0.204)  -0.098
H (0.934, -5.295, 3.942)  0.092
H (2.408, -6.138, 2.097)  0.117
H (1.508, -7.170, 3.147)  0.106
H (-0.744, -6.828, 1.809)  0.111
H (0.477, -7.929, 1.092)  0.107
H (-0.123, -5.203, 0.404)  0.069
O (1.578, -3.429, -3.662)  -0.071
C (1.098, -3.512, -4.986)  -0.227
C (-0.455, -3.249, -5.089)  -0.236
O (-1.240, -4.353, -4.721)  -0.082
H (1.071, -4.049, -3.133)  0.082
H (1.671, -2.709, -5.451)  0.112
H (1.388, -4.451, -5.456)  0.114
H (-0.754, -3.126, -6.130)  0.111
H (-0.743, -2.406, -4.461)  0.112
H (-2.120, -4.290, -5.099)  0.082
O (0.986, 3.133, -4.268)  -0.057
C (1.712, 2.318, -5.189)  -0.243
C (3.117, 2.081, -4.761)  -0.285
O (3.861, 3.268, -4.828)  -0.054
H (1.604, 3.472, -3.617)  0.070
H (1.207, 1.355, -5.268)  0.114
H (1.741, 2.715, -6.204)  0.121
H (3.554, 1.346, -5.438)  0.118
H (3.230, 1.690, -3.749)  0.124
H (4.697, 3.119, -4.381)  0.089
O (7.305, 2.575, 1.288)  -0.066
C (6.273, 3.135, 2.065)  -0.261
C (6.320, 4.684, 2.047)  -0.226
O (5.937, 5.059, 0.736)  -0.071
H (7.685, 1.830, 1.759)  0.087
H (5.350, 2.656, 1.739)  0.117
H (6.345, 2.837, 3.111)  0.110
H (7.346, 4.998, 2.240)  0.115
H (5.713, 5.085, 2.859)  0.118
H (6.593, 4.670, 0.153)  0.078
O (-4.198, -3.941, 5.374)  -0.071
C (-4.314, -3.346, 4.094)  -0.233
C (-5.670, -2.622, 3.951)  -0.267
O (-5.876, -1.545, 4.813)  -0.056
H (-4.168, -3.282, 6.071)  0.084
H (-3.475, -2.667, 3.940)  0.111
H (-4.121, -4.124, 3.355)  0.119
H (-6.412, -3.345, 4.291)  0.112
H (-5.926, -2.467, 2.903)  0.112
H (-6.787, -1.243, 4.773)  0.090
C (-5.560, -0.522, -2.763)  -0.182
O (-5.363, -1.521, -1.799)  -0.120
H (-5.401, -0.988, -3.735)  0.072
H (-6.548, -0.063, -2.728)  0.078
H (-4.795, 0.255, -2.759)  0.079
H (-6.052, -2.177, -1.922)  0.075
C (-2.994, 3.211, 4.482)  -0.176
O (-1.619, 3.170, 4.794)  -0.117
H (-3.183, 3.716, 3.535)  0.068
H (-3.390, 2.206, 4.333)  0.072
H (-3.611, 3.791, 5.168)  0.078
H (-1.102, 2.846, 4.053)  0.073

2.
This record from the Open Molecules 2025 dataset describes C10H25AlI2NO6S2 as an isolated structure. The level of theory is wB97M-V/def2-TZVPD.

Output
E_HOMO = -0.165 Ha
total energy = -69019.004 eV
2S+1 = 1
LUMO energy = 1.779 eV
net charge = -1
gap between HOMO and LUMO = 0.2308 hartree

Each line ends with the Löwdin charge.
Cartesian coordinates (Å):
C (9.092, -0.491, -0.955)  -0.231
C (8.551, 0.878, -0.619)  -0.926
I (10.113, 2.168, 0.091)  0.644
C (7.276, 1.199, -0.745)  -0.855
I (6.582, 3.119, -0.243)  0.686
Al (5.925, -0.175, -1.465)  0.188
C (4.126, 0.650, -1.794)  -0.429
N (3.257, 0.719, -0.567)  -0.092
H (10.177, -0.512, -0.937)  0.023
H (8.736, -0.794, -1.940)  0.036
H (8.726, -1.220, -0.231)  0.069
H (5.823, -1.389, -0.390)  -0.092
H (6.522, -0.738, -2.877)  -0.089
H (4.190, 1.662, -2.199)  0.015
H (3.653, 0.055, -2.591)  0.013
H (2.802, -0.180, -0.467)  0.015
H (2.494, 1.361, -0.759)  0.031
O (0.873, -2.063, 0.423)  -0.265
S (-0.276, -2.041, -0.425)  0.556
O (-0.861, -0.788, -0.789)  -0.276
O (-1.391, -2.976, 0.218)  -0.267
C (-1.673, -2.779, 1.625)  -0.249
C (-2.458, -1.514, 1.899)  -0.076
C (0.016, -2.990, -1.874)  -0.119
H (-0.729, -2.800, 2.170)  0.112
H (-2.243, -3.665, 1.897)  0.119
H (-1.873, -0.627, 1.660)  0.076
H (-2.723, -1.481, 2.957)  0.081
H (-3.374, -1.484, 1.313)  0.066
H (0.434, -3.950, -1.587)  0.075
H (0.730, -2.422, -2.465)  0.079
H (-0.921, -3.105, -2.411)  0.072
O (-5.381, 0.095, 1.312)  -0.277
S (-6.111, 1.201, 1.852)  0.557
O (-7.529, 1.089, 1.999)  -0.276
O (-5.753, 2.495, 1.015)  -0.263
C (-5.735, 2.374, -0.430)  -0.242
C (-7.121, 2.320, -1.034)  -0.072
C (-5.400, 1.711, 3.375)  -0.119
H (-5.137, 1.502, -0.695)  0.115
H (-5.197, 3.263, -0.750)  0.123
H (-7.651, 1.414, -0.745)  0.074
H (-7.033, 2.338, -2.120)  0.081
H (-7.712, 3.177, -0.715)  0.083
H (-4.327, 1.813, 3.244)  0.077
H (-5.630, 0.930, 4.096)  0.076
H (-5.857, 2.651, 3.673)  0.074

3.
This record from the Open Molecules 2025 dataset describes CHN2O5 as an isolated structure in a non-equilibrium geometry. The level of theory is wB97M-V/def2-TZVPD.

Output
E_HOMO = -0.172 Ha
total energy = -14268.366 eV
2S+1 = 1
relative energy (zero: lowest compared OMol25 entry of this formula, charge and spin) = 49.99 kJ/mol
LUMO energy = 4.037 eV
net charge = -1
gap between HOMO and LUMO = 0.3206 hartree

Each line ends with the Löwdin charge.
Cartesian coordinates (Å):
C (-1.863, 0.613, -1.255)  -0.571
N (1.108, -1.003, 0.075)  0.024
N (0.571, 0.110, 0.318)  -0.454
O (-1.669, 0.846, -2.388)  0.115
O (-0.085, 0.618, -0.665)  -0.082
O (-2.535, 0.278, -0.340)  0.105
O (0.842, 0.646, 1.416)  -0.066
O (1.837, -1.462, 1.177)  -0.069
H (1.794, -0.646, 1.662)  -0.002